[1]
{
  "formula": "C5H9NO",
  "method": "ωB97M-V/def2-TZVPD",
  "s_squared": 0.875,
  "de_lowest_kcal_mol": 197.4,
  "spin_multiplicity": 2,
  "e_lumo_ev": [3.90, 3.77],
  "e_tot_ha": -325.54894,
  "homo_ev": [-2.64, -2.64],
  "total_charge": -1,
  "symbols": ["O", "C", "C", "C", "C", "C", "N", "H", "H", "H", "H", "H", "H", "H", "H", "H"],
  "xyz": [[-0.0932, -2.2731, -1.0329], [-0.6676, -1.1898, -0.4364], [-0.8381, 0.1399, -1.2618], [0.0228, -0.1137, 0.3929], [1.2709, -0.4718, 1.0879], [1.8942, 0.4870, 1.8531], [-2.2510, 0.6394, -1.0213], [-1.6230, -1.4409, -0.0257], [-0.5585, -0.0954, -2.4152], [0.9111, 1.2324, -0.5822], [-0.5672, 0.4883, 1.0267], [1.8108, -1.4183, 0.7592], [2.7747, 0.2700, 2.3682], [1.5578, 1.4948, 1.9491], [-2.5997, 1.0240, -1.8030], [-1.0440, 1.2273, -0.8586]]
}

=====

[2]
{
  "formula": "C5H9NO",
  "method": "ωB97M-V/def2-TZVPD",
  "de_lowest_kcal_mol": 55.7,
  "e_lumo_ev": 0.90,
  "e_tot_ha": -325.84878,
  "homo_ev": -8.95,
  "smiles": "C=C(C)NCC=O",
  "symbols": ["C", "C", "C", "N", "C", "C", "O", "H", "H", "H", "H", "H", "H", "H", "H", "H"],
  "xyz": [[1.4992, -0.6226, -0.2733], [0.5199, 0.2142, -0.6189], [0.5937, 1.7027, -0.4585], [-0.7607, -0.2904, -1.0587], [-1.5280, -0.6504, 0.1564], [-0.6106, -0.6263, 1.3848], [-0.6055, 0.2495, 2.2155], [2.3727, -0.2824, 0.2733], [1.4093, -1.6939, -0.4471], [0.6271, 2.1574, -1.4552], [1.4921, 1.9924, 0.0929], [-0.2835, 2.1064, 0.0611], [-0.6261, -1.1052, -1.6473], [-2.3553, 0.0467, 0.3319], [-1.9333, -1.6678, 0.0680], [0.0817, -1.4903, 1.4536]]
}

=====

[3]
{
  "formula": "C5H9NO",
  "method": "ωB97M-V/def2-TZVPD",
  "de_lowest_kcal_mol": 80.9,
  "e_lumo_ev": 0.61,
  "e_tot_ha": -325.80866,
  "homo_ev": -8.90,
  "symbols": ["C", "C", "O", "C", "C", "C", "N", "H", "H", "H", "H", "H", "H", "H", "H", "H"],
  "xyz": [[-1.8365, -0.4655, -0.9819], [-1.5315, -0.9489, 0.4034], [-1.0062, -2.1551, 0.2899], [0.9690, 0.9912, 0.8789], [1.7582, -0.0599, 0.0898], [0.6079, 2.1400, 0.0430], [0.3080, 3.0211, -0.6451], [-1.5333, 0.5834, -1.0855], [-2.9324, -0.4656, -1.0695], [-1.4129, -1.0773, -1.7891], [0.0333, 0.5581, 1.2605], [-0.8326, -2.4843, 1.1848], [1.5436, 1.3494, 1.7394], [2.7181, 0.3383, -0.2507], [1.1969, -0.3922, -0.7892], [1.9505, -0.9327, 0.7215]]
}

=====

[4]
{
  "formula": "C5H9NO",
  "method": "ωB97M-V/def2-TZVPD",
  "de_lowest_kcal_mol": 127.2,
  "e_lumo_ev": [-0.49, -0.49],
  "e_tot_ha": -325.73487,
  "homo_ev": [-8.80, -8.80],
  "smiles": "CC1=C(N=O)CC1.[H][H]",
  "symbols": ["C", "C", "C", "N", "O", "C", "C", "H", "H", "H", "H", "H", "H", "H", "H", "H"],
  "xyz": [[-1.5394, -1.0381, -0.4920], [-0.5245, 0.0080, -0.1941], [0.7891, 0.1691, 0.0979], [1.8958, -0.6896, 0.2916], [2.8951, -0.0914, 0.6353], [0.6832, 1.6058, 0.5103], [-0.8312, 1.4357, 0.2051], [-2.2962, -0.6673, -1.1958], [-2.0657, -1.2188, 0.4549], [-1.1387, -1.9876, -0.8518], [0.9275, 1.7603, 1.5646], [1.2221, 2.3286, -0.1050], [-1.2539, 2.1022, -0.5536], [-1.4707, 1.4573, 1.0952], [1.1438, -2.6669, -1.0328], [1.5639, -2.5073, -0.4297]]
}

=====

[5]
{
  "formula": "C5H9NO",
  "method": "ωB97M-V/def2-TZVPD",
  "de_lowest_kcal_mol": 49.5,
  "e_lumo_ev": 0.95,
  "e_tot_ha": -325.85863,
  "homo_ev": -9.47,
  "symbols": ["C", "C", "C", "C", "O", "C", "N", "H", "H", "H", "H", "H", "H", "H", "H", "H"],
  "xyz": [[1.3727, 0.2631, 0.6221], [0.0950, 0.0443, -0.1704], [-0.2445, 1.2214, -1.0731], [-0.2107, -1.3181, -0.8240], [-1.5263, -1.3516, -0.1775], [-1.0412, -0.3977, 0.7034], [-1.1399, -0.0844, 1.8909], [1.6166, -0.6065, 1.2426], [2.2177, 0.4873, -0.0341], [1.2280, 1.1091, 1.3049], [-0.3178, 2.1472, -0.4909], [0.5446, 1.3468, -1.8207], [-1.1984, 1.0640, -1.5870], [0.3781, -2.1342, -0.3958], [-0.2491, -1.3757, -1.9134], [-1.5247, -0.4150, 2.7229]]
}

=====

[6]
{
  "formula": "C5H9NO",
  "method": "ωB97M-V/def2-TZVPD",
  "de_lowest_kcal_mol": 93.1,
  "e_lumo_ev": 1.11,
  "e_tot_ha": -325.78914,
  "homo_ev": -7.96,
  "smiles": "C=C1[C@H](C)ON1C",
  "symbols": ["C", "C", "C", "C", "O", "N", "C", "H", "H", "H", "H", "H", "H", "H", "H", "H"],
  "xyz": [[1.8709, -0.3321, 0.0828], [0.5627, -0.0685, 0.0306], [-0.6454, -0.7615, 0.6010], [-1.1986, -1.9489, -0.1601], [-1.3049, 0.4646, 0.2280], [-0.1584, 0.8867, -0.4917], [0.1312, 2.2996, -0.3104], [2.2346, -1.2076, 0.6073], [2.5831, 0.3239, -0.4034], [-0.6537, -0.9019, 1.6875], [-0.5545, -2.8248, -0.0314], [-1.2846, -1.7477, -1.2338], [-2.1951, -2.2101, 0.2108], [0.3477, 2.5382, 0.7369], [-0.7264, 2.8997, -0.6313], [0.9912, 2.5903, -0.9228]]
}

=====

[7]
{
  "formula": "C5H9NO",
  "method": "ωB97M-V/def2-TZVPD",
  "de_lowest_kcal_mol": 51.7,
  "e_lumo_ev": 0.90,
  "e_tot_ha": -325.85524,
  "homo_ev": -9.57,
  "smiles": "C[C@H]1N[C@H]1CC=O",
  "symbols": ["C", "C", "N", "C", "C", "C", "O", "H", "H", "H", "H", "H", "H", "H", "H", "H"],
  "xyz": [[0.4839, 0.6250, 1.4424], [1.2199, 0.2225, 0.1794], [1.0500, -1.1469, -0.3218], [0.5123, -0.0360, -1.1013], [-0.9985, 0.0603, -1.2101], [-1.7731, -0.2775, 0.0459], [-2.7035, 0.3799, 0.4532], [0.5444, -0.1585, 2.2036], [0.8773, 1.5609, 1.8433], [-0.5701, 0.8216, 1.2697], [2.2261, 0.6318, 0.1009], [1.9172, -1.4858, -0.7324], [1.0351, 0.2350, -2.0201], [-1.3530, -0.6582, -1.9621], [-1.2938, 1.0640, -1.5297], [-1.4322, -1.1873, 0.5774]]
}

=====

[8]
{
  "formula": "C5H9NO",
  "method": "ωB97M-V/def2-TZVPD",
  "de_lowest_kcal_mol": 66.0,
  "e_lumo_ev": 0.98,
  "e_tot_ha": -325.83232,
  "homo_ev": -9.47,
  "smiles": "O[C@H]1C[C@]2(CN2)C1",
  "symbols": ["O", "C", "C", "C", "C", "N", "C", "H", "H", "H", "H", "H", "H", "H", "H", "H"],
  "xyz": [[-1.6529, -0.2573, 1.4543], [-1.3815, -0.7055, 0.1463], [0.0454, -1.3235, 0.0256], [0.4914, 0.1125, -0.2155], [1.6634, 0.9326, -0.4806], [1.0209, 0.9687, 0.8547], [-0.8972, 0.4624, -0.7318], [-1.0152, 0.4528, 1.6401], [-2.2316, -1.2995, -0.1938], [0.1603, -1.9294, -0.8793], [0.4264, -1.8631, 0.8983], [1.3772, 1.7679, -1.1104], [2.6848, 0.5759, -0.5711], [1.5806, 0.3847, 1.4804], [-1.2939, 1.4592, -0.5112], [-0.9780, 0.2616, -1.8062]]
}

=====

[9]
{
  "formula": "C5H9NO",
  "method": "ωB97M-V/def2-TZVPD",
  "de_lowest_kcal_mol": 46.2,
  "e_lumo_ev": 1.05,
  "e_tot_ha": -325.86400,
  "homo_ev": -9.94,
  "smiles": "[H]/N=C(/C)OC1CC1",
  "symbols": ["H", "N", "C", "C", "O", "C", "C", "C", "H", "H", "H", "H", "H", "H", "H", "H"],
  "xyz": [[1.8627, 2.4104, 0.3945], [2.3468, 1.5271, 0.2196], [1.4738, 0.6559, -0.0545], [1.8415, -0.7634, -0.3861], [0.1462, 1.0175, -0.1359], [-0.7752, 0.2229, 0.5643], [-1.4966, -0.8762, -0.1508], [-2.2027, 0.4135, 0.1875], [1.3057, -1.4808, 0.2423], [1.5868, -0.9822, -1.4292], [2.9169, -0.8910, -0.2504], [-0.5260, 0.0974, 1.6169], [-1.2301, -1.0383, -1.1902], [-1.7501, -1.7746, 0.4045], [-2.3958, 1.1109, -0.6218], [-2.9489, 0.4161, 0.9763]]
}

=====

[10]
{
  "formula": "C5H9NO",
  "method": "ωB97M-V/def2-TZVPD",
  "de_lowest_kcal_mol": 67.5,
  "e_lumo_ev": 1.15,
  "e_tot_ha": -325.83004,
  "homo_ev": -9.24,
  "smiles": "C[C@H]1N[C@H]1[C@H]1CO1",
  "symbols": ["C", "C", "N", "C", "C", "C", "O", "H", "H", "H", "H", "H", "H", "H", "H", "H"],
  "xyz": [[-2.0180, -0.4597, 0.0456], [-1.1464, 0.6222, 0.6413], [0.0085, 0.2755, 1.4759], [0.2311, 0.9528, 0.2014], [0.9811, 0.2187, -0.8695], [2.2222, -0.4724, -0.5120], [1.0225, -1.1979, -0.7696], [-2.8611, -0.0101, -0.4882], [-2.4399, -1.0769, 0.8481], [-1.4756, -1.1141, -0.6423], [-1.7122, 1.4584, 1.0518], [0.2105, -0.7157, 1.3246], [0.5514, 1.9920, 0.2937], [0.8750, 0.5965, -1.8877], [3.0167, -0.6003, -1.2456], [2.5342, -0.4689, 0.5325]]
}

=====

[11]
{
  "formula": "C5H9NO",
  "method": "ωB97M-V/def2-TZVPD",
  "de_lowest_kcal_mol": 93.9,
  "e_lumo_ev": 0.96,
  "e_tot_ha": -325.78799,
  "homo_ev": -8.06,
  "smiles": "CN(O)C1=CCC1",
  "symbols": ["C", "N", "O", "C", "C", "C", "C", "H", "H", "H", "H", "H", "H", "H", "H", "H"],
  "xyz": [[0.3916, 1.8097, 1.0119], [-0.6684, 0.7885, 0.9183], [-0.8451, 0.0619, 2.1283], [-0.3097, -0.0871, -0.1054], [0.3991, 0.1497, -1.2134], [0.4905, -1.3028, -1.5755], [-0.5027, -1.5576, -0.3889], [0.6056, 2.1657, -0.0017], [1.3375, 1.3917, 1.3868], [0.0775, 2.6756, 1.5913], [-1.7792, 0.1974, 2.3523], [0.7303, 1.0615, -1.6924], [0.1607, -1.5741, -2.5803], [1.4819, -1.7288, -1.3786], [-0.2149, -2.2811, 0.3804], [-1.5064, -1.8017, -0.7545]]
}

=====

[12]
{
  "formula": "C5H9NO",
  "method": "ωB97M-V/def2-TZVPD",
  "de_lowest_kcal_mol": 46.1,
  "e_lumo_ev": 1.05,
  "e_tot_ha": -325.86404,
  "homo_ev": -9.94,
  "smiles": "[H]/N=C(/C)OC1CC1",
  "symbols": ["H", "N", "C", "C", "O", "C", "C", "C", "H", "H", "H", "H", "H", "H", "H", "H"],
  "xyz": [[1.8447, 2.4490, 0.3647], [2.3346, 1.5662, 0.1990], [1.4758, 0.6797, -0.0727], [1.8624, -0.7382, -0.3804], [0.1440, 1.0164, -0.1820], [-0.7761, 0.2196, 0.5167], [-1.5028, -0.8841, -0.1885], [-2.2010, 0.4136, 0.1363], [1.3196, -1.4549, 0.2423], [1.6271, -0.9682, -1.4255], [2.9350, -0.8552, -0.2210], [-0.5300, 0.0962, 1.5707], [-1.2475, -1.0617, -1.2288], [-1.7629, -1.7711, 0.3826], [-2.3873, 1.0967, -0.6871], [-2.9480, 0.4300, 0.9238]]
}

=====

[13]
{
  "formula": "C5H9NO",
  "method": "ωB97M-V/def2-TZVPD",
  "de_lowest_kcal_mol": 205.2,
  "e_lumo_ev": 0.57,
  "e_tot_ha": -325.61053,
  "homo_ev": -7.97,
  "smiles": "OC1[C@H]2CNC[C@H]12",
  "symbols": ["O", "C", "C", "C", "N", "C", "C", "H", "H", "H", "H", "H", "H", "H", "H", "H"],
  "xyz": [[0.0810, -0.5769, -2.6479], [-0.6942, 0.1292, -1.6134], [0.1739, 0.6537, -0.4780], [0.1515, 1.3819, 0.8813], [0.7450, 0.3424, 1.7723], [0.3328, -1.0122, 1.1320], [-0.4162, -0.5721, -0.2665], [-0.7948, -0.9387, -3.3006], [-1.8267, 0.0778, -1.6952], [1.1510, 0.1422, -0.7335], [0.8471, 2.3300, 0.8635], [-0.6370, 1.7517, 1.2921], [1.7811, 0.6033, 2.0144], [1.1691, -1.8427, 0.9048], [-0.5383, -1.6173, 1.7534], [-1.5254, -0.8524, 0.1213]]
}

=====

[14]
{
  "formula": "C5H9NO",
  "method": "ωB97M-V/def2-TZVPD",
  "de_lowest_kcal_mol": 114.1,
  "e_lumo_ev": 0.89,
  "e_tot_ha": -325.75574,
  "homo_ev": -8.15,
  "symbols": ["C", "C", "C", "C", "C", "O", "N", "H", "H", "H", "H", "H", "H", "H", "H", "H"],
  "xyz": [[1.0893, 1.2838, -0.2527], [-1.8944, 0.3693, 0.5025], [0.7889, -0.1422, 0.1581], [-0.8290, -0.5009, -0.0380], [-0.7417, -1.4717, -0.8838], [0.9290, -1.4781, -1.1134], [1.4244, -0.7408, 1.1283], [1.4179, -1.9823, -0.4333], [1.9597, -0.0744, 1.6854], [-1.1989, -2.0005, -1.6973], [2.1563, 1.3747, -0.4687], [0.5003, 1.5963, -1.1148], [0.8622, 1.9523, 0.5812], [-1.6836, 0.5431, 1.5627], [-1.8943, 1.3425, 0.0032], [-2.8862, -0.0711, 0.3808]]
}